Computed, not measured: C40H32BrCl2N4O8SeSiTi as an isolated structure in a non-equilibrium geometry, with wB97M-V/def2-TZVPD.

Calculated values
**Calculated total energy**: -255770.49007 eV
**Kohn-Sham gap (alpha / beta)**: 5.25 / 5.75 eV
**Total charge**: -2
**2S+1**: 2
**LUMO (alpha / beta)**: 0.140 / 0.140 hartree

```
90
Properties=species:S:1:pos:R:3:mulliken_charge:R:1
Br 3.11428 3.20719 0.09021 -0.0686
Se -0.05204 4.43013 -1.80671 -0.2748
Ti 0.05229 0.92631 0.04632 -0.3643
Cl 2.23562 -4.60716 2.31040 -0.1592
Cl 0.54155 -4.14488 -2.81125 -0.2120
Si -1.04900 0.01009 2.19074 1.6061
O 1.68615 0.29660 0.73348 0.4026
O -6.60345 4.55499 0.97212 -0.6889
O -5.10629 5.66556 2.03572 -0.6669
O -0.59826 -0.35186 -3.40962 -0.7454
O 3.28652 -0.28809 2.18118 -0.7510
O -1.53980 1.39483 -0.70872 0.3538
O 0.02097 -0.51435 -1.26242 -0.4176
O 0.14403 2.55196 0.89135 -0.4926
N -5.43200 4.76779 1.26706 1.0579
N 1.55679 1.63053 -1.54388 0.9309
N 2.14717 -3.33314 -0.43849 0.2993
N -2.55738 6.28684 -5.32940 -0.6978
C -3.08870 4.16570 1.03232 -0.4681
C 5.46017 -4.62112 0.44769 -0.7033
C 0.20419 0.57590 3.55161 -1.5772
C -3.32538 -3.46275 2.88151 -0.5904
C 0.09249 -0.03420 -2.46223 0.3029
C 3.48561 -3.31125 -0.10180 0.9241
C 4.13014 -4.54004 0.09464 -0.2639
C -2.68551 -4.09400 3.93909 -0.4354
C -2.44924 2.21574 -0.28148 -0.0446
C 1.27327 0.90700 -2.63512 0.3214
C -0.32429 -6.01634 -1.10015 -0.5193
C -2.61997 1.00820 2.78558 -1.4347
C 5.59284 -2.24678 0.34239 -0.8202
C -1.60703 5.37328 -5.53658 -0.3262
C -1.62961 -1.71582 2.85529 0.0696
C 6.20303 -3.46657 0.57450 -0.8410
C -0.28832 -6.71740 0.09093 -0.4708
C 4.24795 -2.12474 0.00553 -0.1955
C -4.41759 3.93545 0.70824 -0.5003
C -2.09619 3.31218 0.56979 2.0455
C -4.77063 2.87827 -0.14146 -0.4177
C 3.28045 1.61182 -3.70386 -0.5467
C -0.99863 -2.37391 3.91029 -0.0514
C 0.55141 -6.30909 1.11007 -0.6747
C 1.34439 -4.45404 -0.25009 -1.0389
C -1.11348 5.12194 -3.20087 0.2519
C -0.71956 3.48794 0.92788 -1.8817
C -2.13544 6.05219 -2.97571 -0.3661
C -2.80419 6.59681 -4.05517 -0.3343
C 2.82617 -0.22481 1.05781 0.1714
C -1.51441 -3.54791 4.44334 -0.6533
C 1.32092 -5.17171 0.95709 0.9303
C 2.69432 2.30109 -1.51588 -0.0255
C -3.79879 2.05444 -0.64633 -0.7986
C -0.87022 4.77105 -4.53516 -0.3062
C 3.60624 2.31733 -2.55483 -0.6583
C 3.71460 -0.71638 -0.14436 0.0900
C -2.79133 -2.30223 2.34476 -0.5133
C 2.10016 0.89104 -3.74452 -0.6073
C 0.50515 -4.92292 -1.27535 0.6912
H 3.14830 -0.57781 -1.06907 -0.3675
H -5.81285 2.72119 -0.37605 0.4876
H 3.55801 -5.44843 -0.03370 0.4800
H -1.00031 -4.04350 5.25985 0.3499
H 3.96348 1.61497 -4.54318 0.4378
H 5.90453 -5.59279 0.62577 0.3828
H -2.38749 6.34246 -1.96443 0.3283
H -3.08415 -5.01308 4.35479 0.3424
H -3.45822 0.95687 2.08633 0.2615
H -2.97349 0.63438 3.74966 0.5203
H 1.82270 0.30267 -4.60744 0.5176
H -0.92550 -7.57857 0.23900 0.3669
H -3.29270 -1.82234 1.51025 0.3490
H -4.04999 1.24314 -1.31631 0.4732
H -0.17068 0.42736 4.56880 0.5159
H 4.57715 -0.04759 -0.15122 0.6120
H -2.84328 4.98984 1.68704 0.5236
H -0.08593 -1.96087 4.32135 0.2988
H -3.58051 7.34290 -3.90631 0.3337
H 6.17761 -1.34030 0.43878 0.3573
H -4.24627 -3.87225 2.48057 0.3553
H 1.16432 0.06485 3.45855 0.3400
H -2.37167 2.06283 2.91499 0.3627
H -1.42302 5.12721 -6.57988 0.3308
H 1.69633 -2.53619 -0.87581 -0.1602
H 0.57495 -6.83532 2.05086 0.4208
H 4.53666 2.85471 -2.45737 0.4861
H -0.41945 4.43960 1.37000 0.0969
H 7.24954 -3.50937 0.84929 0.3569
H 0.40372 1.64210 3.41863 0.2566
H -0.97677 -6.31768 -1.90730 0.4262
H -0.10710 4.04230 -4.77388 0.3121
```

=====

Computed, not measured: a 2-piece molecular cluster, CH4P2S overall in a non-equilibrium geometry, with wB97M-V/def2-TZVPD.

Calculated values
**Calculated total energy**: -30510.68887 eV
**Kohn-Sham gap (alpha / beta)**: 6.43 / 6.47 eV
**Total charge**: 0
**LUMO (alpha / beta)**: -0.064 / -0.064 hartree

```
8
Properties=species:S:1:pos:R:3:mulliken_charge:R:1
S -3.39240 0.24316 -0.90769 -0.1949
P 1.43513 -1.25185 -0.83499 -0.0007
P -2.09146 0.07947 0.54581 0.1020
C 1.52329 0.37155 0.02149 -0.3489
H 1.62824 1.15443 -0.73511 0.2541
H 2.26005 0.56044 0.90814 0.2820
H 0.48181 0.29678 0.47274 -0.1806
H -1.84466 -1.45398 0.52961 0.0869
```

=====

Computed, not measured: a 12-piece molecular cluster, C4H35N3O11 overall in a non-equilibrium geometry, with wB97M-V/def2-TZVPD.

Calculated values
**Calculated total energy**: -31698.44245 eV
**Kohn-Sham gap (alpha / beta)**: 9.73 / 4.75 eV
**Total charge**: +1
**2S+1**: 2
**LUMO (alpha / beta)**: -0.124 / -0.307 hartree

```
53
Properties=species:S:1:pos:R:3:mulliken_charge:R:1
O -2.12845 -0.54044 -3.24622 -0.5728
O 3.45660 3.72052 -0.06031 -0.6479
O 1.14288 3.14315 -3.60150 -0.6209
O 3.88538 1.54805 1.41487 -0.6820
O -1.86297 -2.43419 -0.87959 -0.5388
O -2.50155 -4.61309 0.69508 -0.6972
O -1.32664 3.50657 0.95785 -0.6096
O -2.22272 1.69396 -1.64636 -0.6002
O -4.32684 -0.36248 1.70644 -0.6177
O -2.69412 1.50694 1.90842 -0.6122
O 3.86061 -1.03046 0.84446 -0.6765
N 0.74020 -2.65415 1.48698 -0.1631
N 1.40147 -0.95096 -0.91869 -0.4790
N -0.56795 -0.77080 1.21382 0.6020
C 0.09234 -1.61170 2.17145 -0.5672
C 1.79656 -0.85871 -2.36707 -1.1505
C 0.10335 0.46810 0.75721 -0.0137
C 1.16662 0.44159 -0.39748 -0.3228
H -0.64992 -2.09805 2.83822 0.3695
H 0.49846 -1.42818 -0.82624 0.2047
H 0.88153 1.25900 -1.05172 0.1676
H 2.99636 1.20298 1.53675 0.3589
H -3.68416 -0.85583 1.18778 0.2592
H 0.86309 -1.08245 2.79787 0.3789
H -1.85783 1.08052 1.68928 0.4401
H 1.10826 -1.33102 -3.05450 0.3587
H -2.55058 0.26571 -3.57394 0.2821
H -3.10937 1.52605 -1.98601 0.2915
H -4.28756 0.51285 1.31619 0.3348
H 4.40679 0.71490 1.39998 0.3502
H -2.14861 1.02302 -0.96072 0.3597
H 0.66556 0.77721 1.69278 0.5441
H -2.16807 -3.10830 -0.22317 0.2734
H 3.89980 2.86768 0.15408 0.3641
H 1.12327 -3.40705 2.02468 0.2450
H -1.28084 -0.19779 -2.93840 0.2990
H 1.17213 -2.52654 0.58685 0.2552
H -2.92816 -4.24450 1.48702 0.3546
H -2.40222 -2.62165 -1.65806 0.2765
H 0.62301 3.94779 -3.60202 0.3017
H -0.97779 -1.29144 0.44455 -0.1793
H 3.73286 -1.65242 1.57946 0.3789
H 1.96770 0.20414 -2.60162 0.3978
H 1.60848 2.99151 -2.77763 0.3313
H -1.60847 -4.66450 1.07446 0.3228
H 2.99386 -1.20088 0.41740 0.3339
H -2.18028 3.05551 1.05700 0.3475
H -2.83727 1.66576 2.84566 0.2327
H -1.14921 3.96420 0.13562 0.3038
H 2.12943 0.78537 -0.01064 0.0398
H 2.73334 -1.43719 -2.43098 0.3829
H 3.10493 3.88856 0.82353 0.3019
H -0.70329 1.21314 0.56713 -0.2932
```